A structure of composition C56H29BaBrCl2N12O2, computed with ωB97M-V with the def2-TZVPD basis set.

Values from the calculation:
E_tot ... -6478.7772 a.u.
HOMO-LUMO gap (alpha / beta) ... 3.5 / 3.5 eV
Charge ... -2
Relative energy (zero: lowest compared OMol25 entry of this formula, charge and spin) ... 11.1353 eV

CARTESIAN COORDINATES (ANGSTROEM)
Ba -1.24 0.11 1.37
C -2.76 2.37 -5.02
C -2.45 3.49 -4.28
C -1.98 3.39 -2.95
C -1.92 2.12 -2.43
C -1.40 1.27 -1.27
N -2.35 0.33 -0.77
C -1.83 0.02 -2.05
N -0.84 -1.00 -2.35
C 0.35 -0.40 -2.72
C 1.17 -0.56 -3.87
C 1.25 -1.59 -4.82
C 2.09 -1.43 -5.89
C 2.84 -0.24 -6.06
C 2.76 0.79 -5.15
C 1.91 0.64 -4.04
C 1.56 1.54 -3.00
N 1.81 2.85 -3.00
C 1.43 3.72 -2.14
N 0.83 3.49 -0.89
C 0.76 4.63 -0.14
N 0.69 4.65 1.20
C 0.69 3.31 1.47
N -0.20 2.53 0.89
C 0.64 2.13 -0.18
N 0.02 1.16 -1.01
C 2.01 1.85 0.44
C 3.14 1.17 0.03
C 4.26 1.24 0.85
C 4.27 2.02 2.00
C 3.16 2.77 2.37
C 2.03 2.64 1.60
C 1.14 5.73 -1.03
C 1.18 7.10 -0.81
C 1.64 7.91 -1.84
C 2.08 7.34 -3.05
C 2.05 5.98 -3.26
C 1.58 5.16 -2.23
N 0.71 0.78 -2.17
C -2.28 0.99 -3.17
C -2.65 1.07 -4.49
H -3.07 2.49 -6.06
H -2.53 4.47 -4.74
H -1.65 4.26 -2.41
H 0.68 -2.50 -4.68
H 2.18 -2.22 -6.63
H 3.49 -0.15 -6.92
H 3.33 1.70 -5.28
H 3.14 0.58 -0.87
H 5.14 0.66 0.59
H 5.16 2.05 2.62
H 3.17 3.40 3.25
H 0.84 7.52 0.13
H 1.68 8.98 -1.71
H 2.44 8.00 -3.83
H 2.38 5.53 -4.19
H -2.82 0.19 -5.10
Br -0.30 -9.58 6.13
C 0.40 -8.81 4.53
C -0.39 -7.95 3.78
C 0.12 -7.37 2.63
C 1.43 -7.66 2.19
C 2.18 -8.55 2.97
C 1.68 -9.11 4.13
N 1.95 -7.32 0.93
N 1.75 -6.22 0.31
C 1.41 -5.01 0.87
C 1.71 -4.64 2.19
C 1.49 -3.35 2.63
C 0.90 -2.35 1.82
O 0.73 -1.14 2.20
C 0.43 -2.77 0.49
N -0.35 -1.89 -0.16
C -0.89 -2.22 -1.44
C -0.25 -3.41 -2.09
C 0.50 -4.27 -1.38
C 0.82 -4.02 0.01
H -1.40 -7.72 4.09
H -0.50 -6.69 2.06
H 3.18 -8.79 2.63
H 2.29 -9.79 4.72
H 2.20 -5.35 2.84
H 1.80 -3.05 3.63
H -1.98 -2.35 -1.38
H -0.48 -3.59 -3.14
H 0.90 -5.17 -1.84
Cl -4.22 -2.85 4.58
C -4.37 -1.12 4.57
C -5.33 -0.52 5.40
C -5.49 0.83 5.43
Cl -6.71 1.53 6.48
C -4.68 1.67 4.63
C -4.77 3.08 4.60
C -3.93 3.80 3.80
C -2.99 3.11 3.01
N -2.88 1.81 3.01
C -3.71 1.07 3.80
C -3.53 -0.38 3.72
O -2.66 -0.88 2.94
H -5.94 -1.15 6.02
H -5.51 3.58 5.21
H -3.98 4.88 3.76
H -2.31 3.65 2.36